# C25H46O2P2Sc

A molecular structure, C25H46O2P2Sc (ωB97M-V/def2-TZVPD, the Open Molecules 2025 dataset).

XYZ file:
```
76
Properties=species:S:1:pos:R:3
Sc 0.138 -0.243 -1.070
C 1.657 1.732 0.358
C 1.288 1.876 -1.029
C -0.574 2.289 0.303
C 0.528 2.057 1.156
C -0.138 2.154 -1.060
C 3.056 1.614 0.853
H 3.704 1.058 0.165
H 3.123 1.106 1.820
H 3.522 2.603 0.985
C 0.531 2.285 2.631
H 1.523 2.155 3.074
H -0.157 1.639 3.200
H 0.225 3.320 2.840
C -1.908 2.801 0.722
H -1.954 3.891 0.598
H -2.129 2.603 1.774
H -2.739 2.396 0.132
C -0.923 2.582 -2.255
H -0.704 3.625 -2.526
H -2.008 2.523 -2.107
H -0.685 1.977 -3.133
C 2.269 2.241 -2.086
H 2.634 3.266 -1.922
H 1.838 2.241 -3.085
H 3.155 1.600 -2.095
C 1.086 -2.138 -1.701
C 2.046 -1.108 -1.768
C 2.852 -0.868 -3.035
C 2.162 -0.117 -4.212
C 0.716 0.158 -4.001
C -0.203 -0.827 -3.874
C 0.138 -2.278 -4.103
C 0.775 -3.008 -2.886
H 3.208 -1.838 -3.413
H 2.325 -0.695 -5.135
H 3.762 -0.302 -2.782
H 1.684 -3.532 -3.216
H 0.796 -2.596 -0.730
H 2.564 -0.785 -0.842
H 0.094 -3.812 -2.576
H -0.778 -2.809 -4.407
H -1.260 -0.570 -4.039
H 0.821 -2.387 -4.959
H 2.681 0.832 -4.398
H 0.383 1.160 -4.331
P 1.685 -1.764 1.553
C 1.879 -1.106 3.252
H 2.408 -1.906 3.800
H 0.889 -0.922 3.701
H 2.473 -0.177 3.242
C 0.674 -3.242 1.920
H 1.291 -3.877 2.577
H 0.436 -3.771 0.985
H -0.249 -2.930 2.434
C 3.317 -2.507 1.267
H 3.296 -3.100 0.341
H 3.510 -3.146 2.146
H 4.067 -1.703 1.187
P -2.449 -0.942 -1.532
C -3.408 -0.044 -2.806
H -4.133 -0.760 -3.219
H -2.769 0.359 -3.601
H -3.928 0.788 -2.310
C -2.457 -2.723 -1.948
H -1.921 -2.935 -2.879
H -3.520 -3.001 -2.039
H -2.001 -3.293 -1.116
C -3.750 -0.986 -0.257
H -4.657 -1.329 -0.778
H -3.913 0.026 0.142
H -3.491 -1.695 0.543
O -1.275 -0.718 2.942
C -1.420 -0.345 1.782
O -0.617 -0.719 0.792
H -2.213 0.383 1.486
```

Values from the calculation:
Maximum force in hartree/bohr: 0.13403
Net charge: +1
E in hartree: -2573.8491
LUMO in eV: -4.7
Frontier orbital gap in eV: 5.409
Spin multiplicity: 1